A molecular structure, C40H54CrF5N2O2S, computed with wB97M-V/def2-TZVPD.

Summary:
E_HOMO (alpha / beta) ... -0.2826 / -0.2898 Eh
Lowest unoccupied orbital energy (alpha / beta) ... -0.6 / 0.2 eV
ΔE to the lowest compared entry with this formula, charge and spin ... 0.0 kcal per mole
Multiplicity ... 4
Gap between HOMO and LUMO (alpha / beta) ... 7.1 / 8.0 eV

Geometry (Å):
C1 -1.745353 -1.705358 -1.098034
H1 4.843793 -1.756877 0.108372
H2 -1.441083 4.109160 0.381553
H3 0.614144 -0.059213 -4.384268
H4 -4.804087 4.392713 -0.529939
S1 -0.487892 -2.803563 2.340452
C2 1.795020 1.160074 -2.238654
C3 2.406409 -0.791697 -0.855661
H5 3.102027 0.473978 -4.616578
C4 2.249479 -0.149734 -2.075685
C5 -2.592040 2.849476 -0.932685
C6 1.305123 3.234603 -3.594161
N1 0.126150 -0.396631 4.281158
C7 1.759986 -3.167923 -0.659910
H6 4.476417 -1.931236 -2.382531
H7 2.497701 -0.701899 -2.969344
C8 1.108035 -6.379739 1.432305
H8 2.164106 1.292391 3.697971
H9 0.411147 3.454366 -3.009679
O1 2.094236 -0.573399 1.578371
H10 1.139911 3.607226 -4.606972
H11 -1.298394 -1.225722 -1.973455
C9 1.171183 1.743641 3.736549
C10 2.046134 -0.064851 0.315874
H12 3.575830 -2.188093 1.256380
H13 2.089704 -4.207333 -0.570380
H14 4.348068 -3.443494 0.271723
H15 -1.968575 -2.746996 -1.345061
H16 1.286588 2.796997 4.018071
H17 1.028210 -2.259580 4.627548
C11 1.206627 -1.219974 4.872968
F1 -0.888488 -5.314205 0.921226
N2 0.584447 1.615152 2.392310
H18 2.170773 -0.923488 4.462666
C12 0.418889 1.011315 -4.297267
C13 1.549678 2.127822 1.384188
C14 -3.024533 -0.966465 -0.678587
H19 -4.238898 -2.047100 -2.079907
H20 -1.210191 -0.642868 5.896788
H21 2.722904 1.963418 -5.476276
C15 -3.981286 -1.006899 -1.873598
C16 -0.697873 2.367868 2.307202
C17 -4.633219 4.116118 -1.572188
C18 0.646397 -4.147005 2.293096
C19 1.665950 1.275224 0.160151
H22 -3.479035 2.658491 -3.588711
F2 0.718817 -7.433549 0.712525
C20 3.651672 -2.607803 -2.148147
C21 2.735301 -5.291239 2.791015
H23 1.207871 -1.090146 5.959120
H24 -5.054597 4.897010 -2.210112
H25 -0.489433 1.137735 -3.703732
C22 -2.440234 5.287669 -1.608136
H26 -3.340321 4.373052 -3.963982
O2 -1.599003 -0.134479 1.824120
H27 -3.602302 1.311449 -1.989192
C23 -2.980242 1.524748 -1.131739
C24 -2.948529 3.575115 -3.328924
H28 -5.175733 3.189383 -1.765968
H29 4.062344 -3.612893 -2.034721
H30 -3.082569 -1.755270 1.359536
H31 -1.896576 3.433385 -3.572785
H32 -1.011300 -1.721720 -0.297281
H33 1.266951 3.143921 1.098673
H34 2.529001 2.181896 1.863778
C25 3.985570 -2.411865 0.278728
C26 1.526069 1.869767 -1.087553
C27 0.284278 -5.277224 1.558630
H35 -1.271471 -1.933957 4.668249
H36 -3.978660 -2.707991 0.172435
C28 1.601465 1.735330 -3.637782
C29 2.864572 1.529715 -4.483757
C30 -1.174262 -0.865372 4.826090
H37 -4.642416 -1.175164 0.753760
C31 -2.634081 0.463788 -0.302821
F3 3.150142 -7.447227 1.936333
H38 -4.909514 -0.467882 -1.670407
C32 0.308267 1.009891 4.725014
H39 1.202192 2.901803 -1.123988
H40 -1.319324 2.065280 3.147743
H41 3.725208 2.013622 -4.018059
H42 0.236410 1.406701 -5.299852
H43 2.139785 3.791170 -3.161859
H44 -2.846036 6.038275 -2.288641
C33 2.347421 -6.389088 2.048000
H45 2.969687 -2.637156 -2.998768
C34 -1.785832 3.104707 0.164176
H46 -1.364023 5.221350 -1.786398
H47 -3.529183 -0.596472 -2.779167
C35 -1.879644 0.767925 0.855079
H48 1.192697 -2.899819 0.226202
H49 -2.599010 5.647286 -0.589926
F4 2.323846 -3.177026 3.653405
H50 -0.486435 3.438591 2.406439
H51 0.751146 1.024779 5.724072
C36 1.889467 -4.203180 2.908629
F5 3.923242 -5.285903 3.400381
H52 1.085940 -3.092188 -1.516460
C37 -1.454425 2.088053 1.049273
C38 -3.132546 3.946097 -1.851598
C39 2.951679 -2.224247 -0.838943
C40 -3.718778 -1.693232 0.482529
H53 -1.980614 -0.354513 4.304045
H54 -0.671920 1.471995 4.809040
Cr1 0.253899 -0.533604 2.156310

Forces on atoms 1 to 6 (eV/Å):
-0.024 -0.056 -0.001
0.001 0.008 0.022
0.016 -0.012 -0.003
0.001 0.000 0.001
0.003 0.001 -0.001
0.006 -0.003 -0.146



A molecular structure, C3HN2O2, computed with wB97M-V/def2-TZVPD.

Summary:
Net charge ... -1
E_HOMO ... -0.2012 Eh
Lowest unoccupied orbital energy ... 4.3 eV
ΔE to the lowest compared entry with this formula, charge and spin ... 38.8 kcal per mole
Gap between HOMO and LUMO ... 9.8 eV

Geometry (Å):
C1 -1.383274 1.303883 -0.015804
C2 0.074093 -1.298230 -0.003498
H1 2.099060 0.611545 0.034481
O1 -0.846005 -1.908825 0.558483
O2 1.101110 -1.769973 -0.559910
N1 -2.461714 1.671186 -0.110257
C3 0.242470 0.289338 0.033756
N2 1.174258 1.101077 0.062750

Forces on atoms 1 to 6 (eV/Å):
3.374 -2.955 0.248
1.080 -1.805 0.266
-1.000 0.120 0.017
0.240 1.714 -0.487
-0.634 0.955 0.157
-1.132 0.772 -0.102



A molecular structure, C2H2O3S, computed with wB97M-V/def2-TZVPD.

Summary:
E_HOMO ... -0.3727 Eh
Lowest unoccupied orbital energy ... -0.3 eV
ΔE to the lowest compared entry with this formula, charge and spin ... 68.8 kcal per mole
Gap between HOMO and LUMO ... 9.8 eV

Geometry (Å):
H1 0.410709 0.631466 0.095387
S1 -3.942157 -0.091572 -0.058880
H2 -0.142726 -0.553752 1.637657
C1 -1.172649 -0.889740 -0.221837
O1 -3.294326 0.235986 1.181385
O2 -2.153811 -1.410442 -0.618462
O3 -3.759851 0.777540 -1.237481
C2 -0.293370 -0.169912 0.382415

Forces on atoms 1 to 6 (eV/Å):
-0.861 -0.863 -0.253
-0.532 1.606 -1.702
-0.622 1.113 -4.115
-1.265 0.177 -0.233
-0.209 0.386 -0.245
1.739 -0.694 -0.281



5 unconnected molecules or ions with the total composition CH11O4S, computed with wB97M-V/def2-TZVPD.

Summary:
E_HOMO (alpha / beta) ... -0.3873 / -0.3744 Eh
Lowest unoccupied orbital energy (alpha / beta) ... 0.2 / -3.1 eV
ΔE to the lowest compared entry with this formula, charge and spin ... 22.4 kcal per mole
Multiplicity ... 2
Gap between HOMO and LUMO (alpha / beta) ... 10.7 / 7.1 eV

Geometry (Å):
H1 -1.533347 -0.464844 3.542742
O1 -0.359857 2.506465 -0.099278
H2 3.205472 -1.410024 -0.516512
H3 -1.659404 0.808812 0.340494
H4 -0.754628 0.330258 -4.425457
H5 -0.074475 1.546641 -0.267001
H6 -0.677361 -0.340537 0.214275
O2 -1.534373 -0.103560 0.650987
S1 1.230134 -0.035927 -1.255446
H7 1.850817 -1.760254 0.481984
C1 2.253575 -0.912219 -0.203501
H8 -1.380100 -1.944882 3.769216
O3 -2.035174 -1.252655 3.857312
O4 -1.161589 0.021129 -3.638805
H9 2.659919 -0.060802 0.374666
H10 -0.428351 0.105677 -3.054597
H11 0.398735 2.966719 0.228917

Forces on atoms 1 to 6 (eV/Å):
-0.793 -0.717 0.175
-0.373 -2.211 -0.752
-0.771 0.691 -0.916
-0.331 -0.281 0.349
0.155 0.431 -1.575
-0.249 2.271 0.412



A molecular structure, C31H48CaN3O2P4S2, computed with wB97M-V/def2-TZVPD.

Summary:
Net charge ... +1
E_HOMO ... -0.3971 Eh
Lowest unoccupied orbital energy ... -2.9 eV
Gap between HOMO and LUMO ... 8.0 eV

Geometry (Å):
C1 -6.877327 0.083619 2.735859
N1 2.876566 -3.231989 0.242074
H1 1.442285 5.023061 -2.544993
H2 3.345617 1.962893 -0.881433
H3 2.675564 2.912115 2.799094
H4 0.962243 2.485806 2.703100
H5 -3.430416 4.387045 -2.526249
H6 -4.078499 0.608379 -3.134743
H7 -6.563122 -2.216258 0.247198
H8 0.938235 4.762413 0.424932
C2 1.501463 3.956042 -2.323702
C3 1.553983 -1.589595 -2.783340
H9 1.556201 3.408065 -3.263553
H10 -0.755192 4.399215 0.721178
N2 4.300737 -0.835024 0.436050
C4 4.949650 -2.025836 0.391053
H11 -5.197084 1.365844 -0.618398
H12 -1.055879 -3.860586 0.156947
P1 -3.121628 2.171958 -1.568338
H13 -8.269387 -1.201686 1.744638
C5 -4.715414 2.340389 -0.697033
H14 -4.397789 2.283411 -3.643276
S1 -3.538626 -1.517453 0.255816
H15 4.002804 -0.577782 2.954050
C6 1.927536 2.178231 3.097801
H16 -7.634689 0.503857 3.381361
H17 1.856457 2.204942 4.186872
C7 -4.994801 -1.019894 1.101522
H18 -1.129429 -1.303136 -2.629579
C8 0.590131 -2.549750 -2.083735
H19 0.624046 -4.359294 0.520673
H20 4.344209 -5.381146 0.393932
H21 -1.562803 -2.940200 -2.132545
C9 6.361483 -2.055958 0.436979
H22 3.774024 0.634024 4.209035
H23 1.567995 -1.271668 2.925740
C10 -3.651999 1.606079 -3.221654
P2 2.102549 0.727993 0.773407
C11 -2.673157 3.925126 -1.884531
C12 -3.153864 0.215037 1.943241
H24 -4.547777 2.727100 0.308724
C13 1.035977 -3.992282 -2.305304
H25 6.891672 -1.114680 0.455529
H26 0.285216 -4.698877 -1.956978
C14 3.726698 0.459387 3.132867
H27 3.113198 2.923250 0.587514
C15 2.275577 -2.071294 0.197569
C16 -0.812579 -2.352270 -2.655570
P3 0.034211 3.400886 -1.374053
C17 -0.104670 -3.552521 0.585850
O1 -3.377741 -2.936230 0.219899
P4 0.499623 -2.067668 -0.277163
H28 -0.824585 -2.650875 -3.706506
N3 -2.501556 -0.716103 1.231380
C18 -0.039326 4.673123 -0.052161
H29 8.087741 -3.288174 0.512192
H30 -0.278960 -3.303484 1.633638
H31 1.973015 -4.211464 -1.795625
C19 -1.287325 4.029815 -2.507731
H32 2.418997 3.768997 -1.770827
H33 1.507665 -1.746138 -3.863372
H34 -1.240962 3.453010 -3.437009
H35 2.584827 -1.750275 -2.469900
C20 7.008623 -3.256448 0.472516
C21 -7.238397 -0.885179 1.807304
C22 -4.614155 -0.062345 2.020945
H36 -2.703948 4.455444 -0.928235
C23 2.313336 0.765908 2.646047
C24 2.995194 -0.844910 0.386784
C25 4.226957 -3.238729 0.362048
S2 -2.401327 1.583440 2.490094
C26 6.283753 -4.470470 0.465404
C27 3.355292 1.928963 0.206290
H37 1.180401 -4.165708 -3.372257
H38 -1.061905 5.068640 -2.773019
C28 -5.560690 0.513652 2.852307
H39 1.435747 -0.239665 4.339388
H40 4.353533 1.647209 0.530619
H41 0.297491 -0.032629 3.022726
H42 -0.310763 5.648145 -0.460432
H43 1.302048 -0.540333 -2.591407
C29 4.920573 -4.468842 0.411722
Ca1 -1.173636 0.400521 -0.218693
H44 -2.802655 1.553381 -3.903630
H45 6.823430 -5.405304 0.499824
H46 4.475549 1.093433 2.663617
H47 -5.381348 3.018195 -1.237077
C30 -6.292094 -1.458681 0.965953
O2 -3.377381 -0.811863 -1.018616
H48 -5.270637 1.267646 3.569627
C31 1.345380 -0.254986 3.251773

Forces on atoms 1 to 6 (eV/Å):
0.092 0.069 0.046
0.045 0.065 -0.117
-0.023 0.009 -0.005
0.007 -0.021 -0.058
0.027 0.029 0.008
-0.208 0.032 -0.093